103
Properties=species:S:1:pos:R:3 method="wB97M-V/def2-TZVPD" fmax_ev_per_a=0.18 charge=+2 relative_energy_kcal_mol=0.00 energy_ha=-6329.04976 multiplicity=3 homo_lumo_gap_ev="7.35 / 5.70" s2=2.0263
Mo -0.28 -0.31 -2.72
C 0.28 5.08 -1.71
C 0.47 4.01 -0.69
C 0.80 4.25 0.61
C 0.99 3.19 1.53
N 0.81 1.95 1.16
N 0.46 1.70 -0.11
B 0.18 0.21 -0.43
N 1.37 -0.60 0.16
N 1.31 -0.95 1.45
C 2.33 -1.57 1.97
C 3.50 -1.82 1.21
C 3.55 -1.49 -0.12
C 4.73 -1.77 -0.99
C 2.38 -0.90 -0.65
S 2.15 -0.63 -2.33
C 2.21 -2.05 3.41
C 2.40 -3.58 3.42
C 3.31 -1.40 4.25
C 0.84 -1.71 3.99
N -1.09 -0.26 0.34
N -1.72 0.57 1.14
C -2.75 0.10 1.82
C -3.11 -1.26 1.72
C -2.45 -2.11 0.87
C -2.82 -3.55 0.68
C -1.42 -1.52 0.12
S -0.52 -2.30 -1.17
C -3.47 1.08 2.73
C -4.96 0.73 2.83
C -3.31 2.50 2.19
C -2.82 0.97 4.12
C 0.32 2.64 -1.03
S -0.02 2.13 -2.63
C 1.39 3.46 2.97
C 2.74 4.20 2.96
C 1.53 2.15 3.74
C 0.31 4.33 3.63
H 0.43 6.06 -1.27
H -0.72 5.03 -2.13
H 0.99 4.95 -2.53
H 0.93 5.27 0.95
H 4.34 -2.30 1.67
H 5.54 -2.22 -0.43
H 5.09 -0.86 -1.46
H 4.44 -2.46 -1.80
H 3.38 -3.88 3.05
H 1.64 -4.07 2.81
H 2.30 -3.95 4.44
H 4.31 -1.64 3.88
H 3.25 -1.76 5.28
H 3.21 -0.31 4.27
H 0.04 -2.18 3.42
H 0.67 -0.63 3.99
H 0.79 -2.07 5.02
H -3.93 -1.64 2.31
H -3.63 -3.83 1.34
H -1.96 -4.20 0.87
H -3.13 -3.73 -0.35
H -5.42 0.70 1.84
H -5.46 1.51 3.40
H -5.14 -0.21 3.34
H -3.74 2.59 1.19
H -2.27 2.80 2.15
H -3.85 3.19 2.85
H -2.90 -0.04 4.52
H -3.31 1.65 4.81
H -1.76 1.23 4.07
H 3.52 3.60 2.49
H 3.04 4.40 3.99
H 2.68 5.16 2.45
H 2.29 1.50 3.29
H 0.59 1.60 3.76
H 1.84 2.37 4.76
H 0.19 5.29 3.12
H 0.60 4.54 4.66
H -0.65 3.82 3.64
O 0.99 0.80 -6.69
C 0.34 0.57 -5.59
O 0.82 -0.01 -4.62
C -1.07 1.09 -5.56
O -1.63 0.58 -4.38
C -2.82 1.24 -3.90
C -3.01 0.82 -2.45
O -3.87 1.29 -1.77
O -2.17 -0.13 -2.06
H 1.91 0.48 -6.63
H -1.61 0.76 -6.45
H -1.04 2.19 -5.56
H -3.68 0.92 -4.50
H -2.70 2.32 -3.96
F 1.44 -6.21 -7.50
C 0.82 -5.38 -6.70
C 1.56 -4.48 -5.93
F 2.88 -4.48 -6.01
C 0.90 -3.60 -5.10
F 1.64 -2.78 -4.35
C -0.49 -3.58 -5.00
Se -1.47 -2.45 -3.88
C -1.20 -4.51 -5.77
F -2.53 -4.53 -5.71
C -0.57 -5.39 -6.62
F -1.26 -6.25 -7.35